{
  "formula": "C64H176N16O16",
  "method": "ωB97M-V/def2-TZVPD",
  "homo_lumo_gap_ev": 8.79,
  "e_above_lowest_kj_mol": 948.8,
  "species": ["C", "C", "C", "O", "C", "N", "H", "H", "H", "H", "H", "H", "H", "H", "H", "H", "H", "C", "C", "C", "O", "C", "N", "H", "H", "H", "H", "H", "H", "H", "H", "H", "H", "H", "C", "C", "C", "O", "C", "N", "H", "H", "H", "H", "H", "H", "H", "H", "H", "H", "H", "C", "C", "C", "O", "C", "N", "H", "H", "H", "H", "H", "H", "H", "H", "H", "H", "H", "C", "C", "C", "O", "C", "N", "H", "H", "H", "H", "H", "H", "H", "H", "H", "H", "H", "C", "C", "C", "O", "C", "N", "H", "H", "H", "H", "H", "H", "H", "H", "H", "H", "H", "C", "C", "C", "O", "C", "N", "H", "H", "H", "H", "H", "H", "H", "H", "H", "H", "H", "C", "C", "C", "O", "C", "N", "H", "H", "H", "H", "H", "H", "H", "H", "H", "H", "H", "C", "C", "C", "O", "C", "N", "H", "H", "H", "H", "H", "H", "H", "H", "H", "H", "H", "C", "C", "C", "O", "C", "N", "H", "H", "H", "H", "H", "H", "H", "H", "H", "H", "H", "C", "C", "C", "O", "C", "N", "H", "H", "H", "H", "H", "H", "H", "H", "H", "H", "H", "C", "C", "C", "O", "C", "N", "H", "H", "H", "H", "H", "H", "H", "H", "H", "H", "H", "C", "C", "C", "O", "C", "N", "H", "H", "H", "H", "H", "H", "H", "H", "H", "H", "H", "C", "C", "C", "O", "C", "N", "H", "H", "H", "H", "H", "H", "H", "H", "H", "H", "H", "C", "C", "C", "O", "C", "N", "H", "H", "H", "H", "H", "H", "H", "H", "H", "H", "H", "C", "C", "C", "O", "C", "N", "H", "H", "H", "H", "H", "H", "H", "H", "H", "H", "H"],
  "xyz": [[7.0509, 3.7664, 4.5272], [5.8442, 3.7920, 5.4573], [5.3072, 5.2421, 5.5210], [6.1640, 6.1291, 6.2396], [6.1543, 5.8564, 7.6336], [4.9045, 2.9105, 4.7363], [7.7749, 4.5585, 4.7179], [6.8591, 3.8576, 3.4581], [7.6432, 2.8628, 4.6709], [6.1274, 3.3539, 6.4144], [4.3310, 5.3054, 6.0016], [5.1405, 5.5634, 4.4928], [6.7502, 6.4965, 8.2842], [6.4878, 4.8917, 8.0162], [5.1858, 5.9775, 8.1188], [4.0319, 2.8241, 5.2375], [4.6745, 3.2790, 3.8245], [-5.3976, 3.0541, -2.0631], [-3.8787, 3.1805, -2.1755], [-3.2232, 3.2969, -0.7972], [-1.8330, 3.1323, -0.8047], [-1.2251, 3.1741, 0.5260], [-3.2801, 1.9137, -2.7772], [-5.8933, 2.6989, -2.9665], [-5.8671, 4.0177, -1.8653], [-5.6216, 2.3097, -1.2991], [-3.5496, 4.0770, -2.7009], [-3.7401, 2.6224, -0.1146], [-3.3320, 4.3243, -0.4499], [-0.1444, 3.1538, 0.3857], [-1.5462, 2.2987, 1.0905], [-1.4362, 4.1260, 1.0134], [-2.3166, 1.9023, -2.4745], [-3.7603, 1.1340, -2.3510], [6.2700, 7.3783, 1.3413], [6.2592, 6.6883, -0.0566], [5.0153, 5.7406, -0.1461], [5.0356, 4.7346, 0.7664], [3.7032, 4.3516, 1.1530], [6.2857, 7.5987, -1.1990], [6.4390, 6.6571, 2.1409], [5.2783, 7.6384, 1.7114], [7.0543, 8.1000, 1.5699], [7.1920, 6.1265, -0.1043], [4.9297, 5.1709, -1.0714], [4.0971, 6.3250, -0.0871], [3.2673, 5.1293, 1.7802], [3.7502, 3.5546, 1.8951], [3.0105, 4.0746, 0.3582], [6.5542, 8.4913, -0.8100], [5.4579, 7.9248, -1.6769], [0.3529, 1.5151, -6.3555], [-0.4236, 1.7585, -5.0293], [-0.0577, 3.1281, -4.2793], [1.3815, 3.2100, -3.9758], [1.8273, 4.3476, -3.1737], [-1.8164, 1.7909, -5.3696], [0.6557, 2.4327, -6.8599], [-0.1096, 0.8009, -7.0368], [1.2649, 0.9684, -6.1156], [-0.5026, 0.9009, -4.3611], [-0.6824, 3.3460, -3.4131], [-0.2900, 3.9618, -4.9420], [1.3810, 4.4129, -2.1815], [1.9490, 5.2119, -3.8268], [2.8837, 4.1595, -2.9820], [-2.5459, 1.7565, -4.6720], [-2.0430, 2.6013, -5.9280], [7.2904, -2.4264, 1.6314], [6.9155, -1.1816, 2.4511], [7.2299, 0.1582, 1.7684], [8.5333, 0.4924, 1.7522], [8.9825, 1.2982, 0.6486], [5.5027, -1.1780, 2.6450], [6.8006, -2.7136, 0.7010], [7.2435, -3.2565, 2.3363], [8.3482, -2.2791, 1.4134], [7.3239, -1.2129, 3.4612], [6.7910, 0.9483, 2.3778], [6.8135, 0.2751, 0.7679], [8.8287, 0.8025, -0.3099], [10.0139, 1.5895, 0.8471], [8.3568, 2.1834, 0.5346], [5.2238, -2.1486, 2.6568], [5.2473, -0.9070, 3.5838], [-6.9186, -0.4506, -0.1588], [-5.5281, -0.9565, 0.1024], [-5.4567, -2.5184, 0.1459], [-6.1503, -2.9188, 1.2932], [-5.8299, -4.1743, 1.8692], [-4.7089, -0.5097, -1.0119], [-6.8113, 0.5777, -0.5040], [-7.5413, -0.4057, 0.7347], [-7.4684, -1.0990, -0.8410], [-5.1739, -0.6289, 1.0798], [-4.4042, -2.7879, 0.2340], [-5.8664, -3.0101, -0.7365], [-5.0358, -4.1800, 2.6159], [-5.5873, -4.7938, 1.0059], [-6.6883, -4.5623, 2.4176], [-5.2977, -0.6126, -1.8261], [-3.7757, -0.8668, -1.1591], [-1.2060, -3.1190, -7.3782], [-0.2971, -3.0778, -6.1655], [1.1237, -2.7778, -6.5908], [1.6921, -3.5696, -7.6173], [1.8876, -4.9611, -7.4124], [-0.8852, -2.0930, -5.2862], [-2.2291, -3.1949, -7.0100], [-1.0549, -3.7878, -8.2255], [-1.1338, -2.1028, -7.7660], [-0.3648, -3.9903, -5.5732], [1.6807, -2.8470, -5.6564], [1.2032, -1.7536, -6.9552], [2.7191, -4.9619, -6.7077], [2.2085, -5.3071, -8.3950], [1.0295, -5.5333, -7.0597], [-0.2357, -1.8688, -4.5459], [-1.1770, -1.3116, -5.8557], [-3.8633, -1.2889, 8.7424], [-2.9286, -0.2094, 8.4081], [-1.8309, -0.6180, 7.2989], [-1.0571, 0.5794, 7.1797], [0.0846, 0.3259, 6.4664], [-3.7857, 0.8298, 7.7882], [-4.5236, -1.5385, 7.9119], [-4.4405, -0.8815, 9.5725], [-3.3191, -2.1913, 9.0209], [-2.3358, 0.0259, 9.2920], [-2.3239, -1.0138, 6.4110], [-1.1796, -1.4222, 7.6412], [0.5166, -0.6469, 6.7015], [0.8042, 1.1338, 6.5990], [-0.1321, 0.1767, 5.4086], [-4.1916, 0.3791, 6.9806], [-3.1915, 1.4587, 7.2671], [-6.7741, -2.6485, 4.8830], [-6.0345, -1.3782, 4.4333], [-6.8462, -0.4325, 3.5077], [-8.0593, -0.0561, 4.1218], [-8.7979, 0.7627, 3.1853], [-5.6434, -0.5784, 5.5597], [-7.0899, -3.1903, 3.9914], [-7.6551, -2.2887, 5.4145], [-6.2172, -3.2586, 5.5941], [-5.1536, -1.8042, 3.9531], [-7.1234, -0.9642, 2.5975], [-6.2061, 0.4132, 3.2562], [-8.7406, 0.5036, 2.1281], [-8.4980, 1.7981, 3.3467], [-9.8432, 0.7359, 3.4930], [-5.3859, -1.1977, 6.3148], [-6.5421, -0.3166, 5.9392], [1.2923, -4.8688, 5.0363], [0.2556, -3.7543, 5.0259], [-0.9874, -4.0721, 4.0950], [-0.6241, -4.2366, 2.7163], [-1.7279, -4.3599, 1.8910], [-0.1347, -3.4796, 6.3993], [1.9889, -4.7544, 5.8669], [1.9530, -4.6785, 4.1905], [0.8310, -5.8558, 5.0689], [0.7033, -2.8325, 4.6546], [-1.6761, -3.2283, 4.1376], [-1.6114, -4.8977, 4.4371], [-1.5096, -4.5855, 0.8472], [-2.2971, -3.4307, 1.9168], [-2.3831, -5.2151, 2.0569], [-0.2399, -4.3394, 6.9187], [-1.0588, -3.0727, 6.4193], [7.9987, 2.4397, -6.3566], [8.2303, 1.2634, -5.4090], [7.0007, 0.9264, -4.5951], [7.0289, 1.7350, -3.4574], [6.0594, 1.3291, -2.5304], [8.4798, 0.1766, -6.3759], [7.6537, 3.2431, -5.7057], [7.2649, 2.1606, -7.1128], [8.9527, 2.7010, -6.8144], [9.0786, 1.4694, -4.7562], [7.0404, -0.1033, -4.2400], [6.1353, 1.2429, -5.1773], [6.1028, 0.3250, -2.1085], [5.0213, 1.3099, -2.8621], [5.9829, 2.0443, -1.7114], [7.6374, -0.1032, -6.8576], [8.6960, -0.6251, -5.8009], [-1.1050, -0.3320, 0.9737], [-0.2485, -0.3846, -0.3342], [1.2398, -0.8925, -0.2690], [1.9242, 0.1441, 0.4464], [3.3034, -0.0348, 0.5367], [-1.1494, -1.2200, -1.1896], [-1.2832, -1.2993, 1.4435], [-1.9975, 0.2572, 0.7628], [-0.6055, 0.2388, 1.7565], [-0.3308, 0.6489, -0.6707], [1.7360, -1.1495, -1.2048], [1.4859, -1.8046, 0.2745], [3.6283, 0.5199, 1.4169], [3.6435, 0.5081, -0.3451], [3.6052, -1.0819, 0.5122], [-0.8711, -1.2204, -2.1605], [-1.2818, -2.1429, -0.8012], [-7.3877, -1.6763, -3.8410], [-6.8652, -0.4516, -4.6027], [-7.7570, 0.7342, -4.3666], [-9.0020, 0.4760, -5.0014], [-10.0244, 1.4159, -4.4853], [-5.6357, -0.0200, -3.9209], [-8.3751, -1.9726, -4.1950], [-7.4645, -1.4667, -2.7741], [-6.6838, -2.4998, -3.9622], [-6.5534, -0.6605, -5.6261], [-7.3815, 1.6124, -4.8919], [-7.9346, 0.8029, -3.2933], [-10.9414, 0.8315, -4.4104], [-10.0879, 2.2272, -5.2104], [-9.7363, 2.0300, -3.6320], [-4.8622, -0.4852, -4.3743], [-5.5231, 0.9463, -4.1923], [-1.3966, -8.2669, -5.0269], [-2.4423, -7.3427, -4.3333], [-1.8736, -6.0129, -3.7827], [-1.0647, -6.2334, -2.6312], [0.0862, -5.3461, -2.5748], [-3.5105, -7.0993, -5.2704], [-1.0777, -7.8164, -5.9668], [-1.6931, -9.3085, -5.1502], [-0.5598, -8.2454, -4.3287], [-2.8307, -7.8902, -3.4745], [-2.6788, -5.3628, -3.4405], [-1.4141, -5.5633, -4.6629], [0.0664, -4.3766, -3.0726], [0.8171, -5.9802, -3.0765], [0.4425, -5.1716, -1.5596], [-4.3337, -6.7605, -4.7932], [-3.2969, -6.3671, -5.9325], [-3.3921, 1.5977, 3.5109], [-3.8961, 2.3942, 4.6917], [-3.6557, 3.9804, 4.5161], [-2.3152, 4.4121, 4.2623], [-1.4215, 4.4877, 5.3256], [-5.2531, 2.0576, 4.9493], [-4.1241, 1.6587, 2.7056], [-3.2114, 0.5477, 3.7411], [-2.3572, 1.8775, 3.3143], [-3.3910, 2.1435, 5.6245], [-4.0407, 4.5772, 5.3430], [-4.2088, 4.3502, 3.6527], [-1.5455, 3.4882, 5.7423], [-1.7282, 5.2538, 6.0377], [-0.3940, 4.6234, 4.9882], [-5.7771, 2.0747, 4.0861], [-5.3237, 1.0640, 5.1160], [5.9732, -2.8536, -2.2549], [4.3429, -2.8363, -2.0919], [3.8192, -2.2992, -3.4263], [4.3272, -1.0188, -3.6210], [3.7168, -0.3840, -4.6807], [3.8428, -4.2660, -1.8582], [6.4282, -3.3341, -3.1210], [6.2157, -3.4589, -1.3814], [6.4905, -1.9147, -2.0576], [4.0434, -2.3336, -1.1723], [2.7772, -2.6064, -3.5167], [4.1992, -2.9452, -4.2178], [3.9821, -0.8210, -5.6434], [4.1393, 0.5724, -4.9886], [2.6280, -0.4242, -4.7141], [3.9012, -4.5532, -0.8916], [4.2863, -4.9979, -2.3947]],
  "atomic_forces_ev_per_a": [[1.74, 0.24, 0.43], [-0.07, 0.31, -2.35], [0.04, -0.59, 1.13], [0.40, -0.22, 0.52], [-0.35, 0.07, 1.29], [-0.44, -0.27, 1.07], [-0.13, 0.31, 0.34], [-0.65, -0.09, 0.02], [-0.24, -0.27, -0.10], [-0.34, 0.14, 0.03], [-0.34, -0.36, 0.14], [0.49, 0.43, -0.02], [0.51, 0.79, -1.05], [0.14, -0.64, -0.96], [-0.70, 0.02, -0.55], [-0.23, -0.08, 0.12], [0.21, 0.17, -0.11], [0.25, 0.16, -0.17], [1.40, -1.74, 0.19], [-0.72, 1.38, 0.73], [1.26, -0.69, 0.35], [-0.35, 0.13, -1.45], [-1.06, 1.58, -0.37], [0.40, -0.02, -0.24], [0.06, -0.02, 0.42], [-0.14, 0.17, 0.17], [-0.15, -0.22, -0.67], [0.16, -0.32, 0.29], [-0.79, 0.26, 0.38], [-0.05, -0.28, -0.19], [-0.05, 0.31, 0.22], [-0.42, -0.09, 0.23], [0.19, -0.25, 0.11], [-0.05, -0.24, 0.29], [-0.47, -1.23, 0.65], [-1.12, -0.39, 0.73], [0.69, 0.88, -1.78], [-1.05, -1.71, 2.60], [0.74, 0.19, 1.30], [0.60, 1.31, 0.16], [0.55, -0.79, -0.30], [-0.21, 1.07, -0.66], [-0.28, 0.44, -0.66], [-0.15, -0.40, -0.12], [0.41, 0.80, -1.05], [-0.08, 0.49, 0.26], [-0.25, 0.63, -0.42], [0.39, -0.54, -0.52], [0.31, 0.03, -0.35], [0.77, 0.23, -0.05], [-0.87, -1.11, 0.19], [1.04, -0.68, 1.33], [-0.91, 1.14, 0.23], [1.68, -0.49, -0.57], [-1.00, 0.26, 0.80], [0.96, -1.59, -1.33], [-1.54, 0.69, -1.73], [-0.27, 0.02, 0.00], [-0.73, 0.44, 0.08], [0.50, 0.35, 0.14], [1.51, -0.12, 0.34], [0.08, -0.65, 0.45], [-0.06, 0.01, -0.59], [-0.66, 0.43, -0.36], [-1.08, 0.59, 0.38], [0.13, -0.54, 0.17], [0.47, -0.09, 0.87], [0.03, 0.11, -0.39], [1.58, 0.34, 1.17], [-0.11, 0.41, -1.18], [-1.55, 0.62, 0.61], [3.94, 0.17, -0.80], [-0.95, -0.22, 0.64], [-2.06, -0.75, 0.29], [-0.50, 0.68, 0.17], [-0.04, -0.34, -0.19], [0.18, -0.33, -0.26], [1.15, -0.06, -0.32], [-1.05, 0.01, 0.18], [-0.50, -0.63, -0.22], [0.45, -0.51, -0.07], [-0.15, -0.20, -0.18], [-0.01, 0.43, 0.40], [-0.40, -0.24, -0.30], [0.05, 0.66, 0.12], [-0.60, 0.27, 0.70], [0.82, -2.03, -0.63], [0.22, 0.90, 0.87], [-0.72, 0.04, 1.54], [-0.29, 0.04, -1.01], [-0.58, 0.93, 0.18], [-0.33, -0.06, -0.37], [0.21, -0.14, 0.01], [0.15, 0.27, -0.29], [0.25, 0.26, -0.01], [0.30, -0.09, -0.07], [-0.14, 0.15, -0.36], [0.54, 0.44, -0.23], [0.16, -0.77, 0.41], [-0.25, 0.01, -0.42], [0.52, 0.17, -0.67], [0.05, -0.42, 0.35], [-0.75, 0.62, 0.05], [-0.71, -1.08, -0.81], [0.48, -0.31, 0.42], [-1.14, 0.48, -0.38], [0.74, 1.19, 0.10], [0.09, -0.14, 0.02], [-0.14, -0.28, -0.16], [0.41, -0.23, 0.45], [-0.08, 0.16, -0.46], [0.40, -0.48, -0.36], [0.78, 0.01, 0.14], [-0.13, 0.10, -0.01], [0.08, -1.01, 0.23], [0.01, -0.34, 0.23], [-0.14, 0.16, 0.07], [-0.04, 0.59, 0.02], [0.18, 0.68, 0.50], [-0.22, -1.07, 0.69], [1.28, -0.17, -3.24], [-0.89, 0.81, 2.73], [-1.30, -0.77, 0.15], [1.13, -0.47, -1.24], [0.93, 0.36, 0.46], [-0.02, -0.01, 0.14], [-0.37, -0.57, 0.03], [-0.20, -0.15, 0.30], [-0.29, 0.86, -0.06], [-0.11, 0.58, -0.67], [0.16, -0.01, 0.33], [0.41, -0.01, 0.67], [-0.05, -0.07, 0.00], [-0.10, 0.50, -0.54], [-0.69, -0.40, 0.05], [0.44, 0.69, 0.66], [-1.00, 1.13, -0.28], [-0.21, -1.03, -0.56], [0.34, -1.84, -0.15], [-0.23, 0.47, -0.93], [-0.45, 0.43, 1.59], [-0.36, -0.73, 1.29], [-0.03, -0.28, 0.30], [-0.35, -0.32, 0.00], [0.31, -0.04, -0.31], [0.29, 0.77, -0.61], [0.43, -0.12, -0.10], [-0.11, 0.15, -0.11], [0.34, -0.36, 0.18], [0.26, 0.16, -0.35], [-0.02, -0.24, -0.03], [0.70, -0.35, 0.02], [-0.47, 0.97, 0.23], [0.51, 0.82, -0.38], [-0.72, -0.56, -0.55], [0.57, 0.65, -0.22], [0.90, -0.53, 0.92], [-0.94, 0.00, -0.88], [-0.65, -0.07, 0.14], [-0.33, 0.02, 0.40], [-0.25, -0.80, -0.43], [0.19, -0.02, -0.25], [0.06, -0.02, -0.28], [-0.06, 0.56, 0.15], [0.37, -0.62, 0.21], [1.01, 0.51, -0.07], [-0.44, 0.06, -0.03], [-0.23, -0.12, 1.05], [0.15, -0.29, 0.07], [-0.15, 0.33, 0.03], [0.27, 0.40, 1.50], [-0.81, -0.29, -2.36], [0.92, 0.95, 0.32], [-0.42, 0.18, 1.26], [-1.35, 0.60, 1.05], [1.13, -0.82, 1.11], [-0.20, 0.52, -0.51], [-0.03, 0.20, 0.04], [-0.21, 0.10, -0.13], [0.10, -0.37, -0.10], [-0.42, -0.39, -0.52], [-0.40, -0.80, -0.23], [1.03, -0.27, -0.09], [-0.10, 0.30, -1.02], [0.67, 0.08, 0.11], [-0.35, 0.36, -0.12], [0.33, -0.59, -0.19], [1.67, 0.65, 0.49], [-1.55, -1.82, 0.33], [-0.12, 1.29, 1.32], [-1.59, -0.49, 0.01], [-0.11, 1.18, -0.69], [0.55, 1.04, -0.08], [-0.32, -0.20, -0.40], [-0.28, -0.59, -0.15], [0.36, 0.10, 0.04], [0.70, -0.09, -0.53], [-0.36, 0.79, -0.90], [-1.06, -0.52, 0.55], [0.29, -0.51, 0.04], [1.10, -0.30, -0.22], [0.14, 0.06, 0.35], [0.04, -0.43, -0.03], [0.25, -0.14, -0.24], [-0.07, -0.02, -0.72], [0.86, -0.24, 1.59], [-1.42, -0.96, -1.80], [-1.43, 1.10, 1.52], [1.09, -0.37, -1.79], [0.42, -0.03, -0.17], [0.06, -0.12, -0.10], [0.07, 0.19, -0.15], [-0.07, -0.15, -0.01], [-1.05, -0.02, -0.35], [0.57, 0.47, 0.67], [0.45, 0.53, 0.13], [0.02, 0.46, 0.29], [-0.59, -0.20, -0.58], [0.13, -0.97, 0.78], [0.43, -0.15, 0.18], [0.54, 0.32, 0.21], [0.23, 1.26, 1.33], [0.39, -0.61, -0.03], [-0.44, -1.02, 0.16], [0.38, 1.43, -0.31], [0.53, -1.70, -0.30], [-1.00, 0.10, -0.06], [-0.02, -0.15, -0.13], [-0.35, 0.29, -0.11], [0.45, -0.25, -0.19], [-0.23, -0.09, -0.01], [-0.38, 0.06, -0.40], [0.73, 0.44, 0.27], [-0.80, -0.03, -0.20], [0.76, 0.59, -0.03], [-0.43, -0.25, 0.14], [-0.21, -0.05, 0.13], [0.39, 0.04, -0.24], [1.39, -0.18, 0.58], [0.93, 1.40, 0.24], [0.06, -0.49, -0.13], [-0.52, 0.26, -2.07], [-0.97, -1.41, 0.58], [-1.51, 1.00, -0.09], [0.48, 0.21, -0.42], [-0.72, -0.32, 0.34], [-0.11, 0.61, -0.92], [0.52, -0.13, -0.29], [-0.20, -0.46, 0.52], [-0.08, -0.27, -0.24], [0.87, 0.03, 1.12], [0.18, 0.12, 0.21], [-0.22, 0.15, -0.21], [-0.22, 0.87, -0.38], [0.49, -0.11, 0.79], [-1.33, -0.16, 2.25], [2.39, -2.41, -1.24], [0.47, -1.95, 0.75], [-0.81, 0.52, 0.76], [-0.02, 0.22, -2.69], [-0.24, 1.41, -0.46], [-0.68, 0.02, -0.27], [0.56, -0.24, -0.05], [-0.37, 0.27, -0.31], [0.09, 0.56, -0.47], [-0.94, 1.55, 0.22], [0.64, -0.33, -0.21], [0.10, -1.29, -0.30], [-0.33, 0.61, 1.49], [-0.14, 0.43, 0.68], [0.09, 0.32, 0.08], [0.27, 0.31, -0.31]],
  "mulliken_charge": [-1.221, 0.517, -0.459, -0.354, -0.807, -0.466, 0.438, 0.194, 0.238, 0.341, 0.403, 0.090, 0.338, 0.283, 0.325, 0.154, 0.013, -1.403, 0.354, -0.448, -0.068, -0.291, 0.314, 0.311, 0.502, -0.116, 0.378, -0.005, 0.424, 0.054, -0.199, 0.441, 0.030, -0.269, -1.256, 0.603, -1.019, 0.015, -0.604, -0.710, 0.154, 0.363, 0.408, 0.120, 0.284, 0.516, 0.412, -0.188, 0.368, 0.244, 0.267, -1.185, 0.985, -0.514, -0.227, -0.645, -0.507, 0.399, 0.461, -0.115, -0.212, 0.137, 0.355, 0.242, 0.333, 0.098, 0.143, 0.248, -1.496, 0.445, 0.057, -0.452, -0.610, -0.416, 0.167, 0.483, 0.441, 0.348, 0.078, -0.081, 0.254, 0.291, 0.221, 0.185, 0.223, -0.823, 0.826, -0.916, -0.218, -0.967, 0.799, -0.031, 0.031, 0.063, -0.502, 0.436, 0.300, 0.265, 0.436, 0.349, -0.212, -0.114, -1.554, 1.351, 0.173, -0.460, -0.520, -0.250, 0.416, 0.324, 0.456, -0.822, -0.023, 0.088, 0.241, 0.254, 0.147, -0.012, 0.249, -1.138, 0.147, -0.485, -0.351, -0.670, -0.638, 0.065, 0.320, 0.431, 0.394, 0.052, 0.696, 0.421, 0.249, 0.109, 0.076, 0.245, -1.885, 0.176, -0.326, -0.488, -0.764, 0.167, 0.407, 0.417, 0.388, 0.095, 0.724, -0.084, 0.288, 0.304, 0.317, -0.109, 0.245, -1.635, 0.702, -0.480, -0.324, -0.508, -0.543, 0.492, 0.322, 0.377, 0.161, 0.105, 0.325, 0.259, -0.009, 0.429, 0.284, 0.107, -1.441, 0.121, 0.099, -0.479, -0.091, -0.764, 0.330, 0.313, 0.396, 0.445, 0.133, 0.064, -0.201, 0.054, 0.465, 0.287, 0.273, -1.427, 1.152, -0.271, -0.185, -0.746, -0.004, 0.385, 0.048, 0.449, -0.372, -0.180, 0.360, 0.179, 0.301, 0.130, -0.001, 0.023, -1.079, 0.309, -0.651, -0.437, -0.770, -0.367, 0.466, 0.039, 0.324, 0.468, 0.445, 0.289, 0.274, 0.297, 0.334, 0.123, 0.018, -1.219, 0.208, 0.194, -0.399, -0.495, -0.683, 0.244, 0.353, 0.290, 0.364, 0.204, -0.391, 0.061, 0.338, 0.348, 0.276, 0.253, -0.390, 2.508, -1.210, -0.304, -0.370, -0.528, -0.040, 0.075, 0.592, -1.878, 0.405, 0.316, -0.001, 0.277, 0.224, 0.425, 0.220, -1.397, 1.771, -0.905, 0.046, -0.879, -0.555, 0.259, 0.595, 0.031, -0.776, -0.067, 0.560, 0.501, 0.287, 0.090, 0.265, 0.193]
}